Record 1
ORCA calculation (ωB97M-V/def2-TZVPD) on C33H42ClF6N3O8S2V as an isolated structure.

```
! wB97M-V def2-TZVPD RIJCOSX def2/J DEFGRID3
* xyz -1 3
V 0.34 -0.13 0.28
C -3.20 4.04 5.50
C -1.87 3.27 5.65
C -0.74 4.29 5.72
C -1.89 2.48 6.97
C -1.71 2.32 4.48
C -0.68 2.40 3.60
C -0.62 1.47 2.53
N 0.32 1.35 1.61
C 1.47 2.12 1.47
C 1.62 3.50 1.66
C 2.86 4.06 1.45
C 3.92 3.23 1.05
C 3.80 1.87 0.81
C 2.52 1.32 1.00
O 2.19 0.06 0.76
C 4.98 1.01 0.37
C 5.18 -0.13 1.38
C 4.72 0.42 -1.03
C 6.27 1.82 0.31
C 3.11 5.56 1.62
C 4.16 5.77 2.72
C 3.63 6.15 0.30
C 1.84 6.31 2.02
C -1.62 0.44 2.37
O -1.44 -0.35 1.39
C -2.71 0.36 3.31
C -2.70 1.29 4.31
C -3.81 -0.71 3.20
C -4.68 -0.76 4.45
C -3.18 -2.10 3.01
C -4.71 -0.40 2.00
H -3.33 4.73 6.33
H -3.20 4.61 4.57
H -4.05 3.36 5.48
H -0.89 4.95 6.57
H 0.23 3.81 5.84
H -0.70 4.91 4.82
H -1.98 3.17 7.81
H -2.73 1.78 7.02
H -0.97 1.91 7.09
H 0.11 3.13 3.70
H 0.75 4.09 1.92
H 4.89 3.69 0.90
H 4.30 -0.77 1.44
H 6.03 -0.75 1.07
H 5.40 0.27 2.38
H 3.84 -0.21 -1.04
H 4.56 1.21 -1.76
H 5.58 -0.18 -1.33
H 6.53 2.25 1.27
H 7.09 1.16 0.01
H 6.22 2.62 -0.43
H 5.10 5.28 2.47
H 4.37 6.84 2.85
H 3.81 5.37 3.67
H 4.58 5.70 0.01
H 2.92 5.99 -0.50
H 3.79 7.23 0.41
H 1.46 5.97 2.98
H 2.07 7.38 2.12
H 1.05 6.21 1.28
H -3.48 1.25 5.05
H -4.11 -0.99 5.35
H -5.22 0.18 4.63
H -5.44 -1.53 4.32
H -2.45 -2.31 3.80
H -3.96 -2.85 3.05
H -2.69 -2.16 2.05
H -5.22 0.55 2.12
H -4.14 -0.38 1.07
H -5.46 -1.19 1.91
F -2.64 -2.29 -3.49
C -2.81 -1.00 -3.19
F -4.04 -0.64 -3.55
F -1.93 -0.28 -3.87
S -2.61 -0.75 -1.36
O -1.16 -0.79 -1.20
O -3.38 -1.79 -0.77
N -3.22 0.65 -1.07
S -2.43 2.00 -1.21
O -2.62 2.66 -2.46
O -1.12 1.97 -0.63
C -3.43 3.02 -0.02
F -2.82 4.21 0.12
F -4.66 3.23 -0.48
F -3.51 2.45 1.19
Cl 0.61 -1.93 3.13
C 0.11 -3.26 2.05
C 0.45 -3.10 0.57
O 0.35 -4.09 -0.13
O 0.86 -1.94 0.16
H -0.97 -3.37 2.15
H 0.59 -4.16 2.41
N 1.61 0.94 -2.47
C 1.13 0.53 -1.49
*
```

As for the LUMO energy (alpha / beta): 0.02942 / 0.00681 hartree. Its electronic energy is -131943.69984 eV. The expectation value of S² is 2.10.

Mulliken atomic charge list, values in e, 6 entries: number 1, V, carries 0.45; number 2, C, carries -1.69; number 3, C, carries 2.05; number 4, C, carries -2.24; number 5, C, carries -1.71; number 6, C, carries -0.54

---

Record 2
ORCA calculation (ωB97M-V/def2-TZVPD) on CH5O2Tl as an isolated structure at a distorted geometry.

```
! wB97M-V def2-TZVPD RIJCOSX def2/J DEFGRID3
* xyz 0 1
C -0.56 -0.14 -0.67
H -1.55 0.35 -0.80
H 0.18 -0.09 -1.49
H -0.93 -1.16 -0.89
O 0.12 1.12 0.43
Tl 1.51 2.38 0.15
H 0.31 0.16 1.25
O 0.06 -1.08 1.16
H 0.85 -1.54 0.85
*
```

As for the LUMO energy: -0.00987 hartree. Its electronic energy is -9901.02579 eV.

Mulliken atomic charge list, values in e, 6 entries: number 1, C, carries -0.51; number 2, H, carries 0.25; number 3, H, carries 0.27; number 4, H, carries 0.31; number 5, O, carries -0.67; number 6, Tl, carries 0.39

---

Record 3
ORCA calculation (ωB97M-V/def2-TZVPD) on one molecule with the formula C4H8O2.

```
! wB97M-V def2-TZVPD RIJCOSX def2/J DEFGRID3
* xyz 0 1
O 0.90 -0.99 -1.50
C 0.50 0.21 -0.88
C -1.00 0.17 -0.51
C -0.99 -0.17 0.99
O 0.35 -0.47 1.33
C 1.16 0.33 0.50
H 0.92 -1.59 -0.74
H 0.74 1.03 -1.57
H -1.51 -0.59 -1.11
H -1.48 1.13 -0.69
H -1.60 -1.04 1.23
H -1.35 0.68 1.57
H 1.19 1.38 0.83
H 2.18 -0.08 0.55
*
```

The SMILES is O[C@H]1CCOC1. As for the LUMO energy: 0.03623 hartree. Its electronic energy is -8372.04561 eV.

Mulliken atomic charge list, values in e, 6 entries: number 1, O, carries -0.55; number 2, C, carries 0.05; number 3, C, carries -0.57; number 4, C, carries -0.43; number 5, O, carries -0.39; number 6, C, carries -0.67

---

Record 4
ORCA calculation (ωB97M-V/def2-TZVPD) on C23H58ClNO19S5 as an isolated structure at a distorted geometry.

```
! wB97M-V def2-TZVPD RIJCOSX def2/J DEFGRID3
* xyz 0 1
C -13.19 -16.16 3.10
C -14.72 -16.46 3.12
C -15.04 -17.75 3.90
N -16.50 -18.26 3.78
C -17.50 -17.21 4.33
C -16.85 -18.75 2.40
C -18.00 -19.72 2.54
C -18.00 -20.09 4.02
C -16.72 -19.57 4.59
H -13.06 -15.14 2.72
H -12.69 -16.85 2.43
H -12.77 -16.25 4.10
H -15.12 -16.43 2.11
H -15.24 -15.58 3.49
H -14.96 -17.46 4.95
H -14.42 -18.61 3.65
H -17.35 -17.18 5.40
H -18.48 -17.62 4.08
H -17.34 -16.24 3.86
H -17.04 -17.92 1.72
H -15.96 -19.26 2.02
H -18.94 -19.26 2.26
H -17.90 -20.61 1.90
H -18.85 -19.68 4.56
H -17.94 -21.17 4.17
H -16.76 -19.28 5.64
H -15.82 -20.15 4.39
Cl -15.53 -16.73 7.40
O -16.76 -16.29 8.07
O -14.34 -16.80 8.25
O -15.79 -18.04 6.83
O -15.32 -15.88 6.31
O -9.58 -17.57 5.37
S -11.00 -17.36 5.51
O -11.69 -16.68 4.42
O -11.80 -18.80 5.91
C -13.13 -18.71 6.21
C -13.96 -19.84 5.62
C -11.33 -16.57 7.12
H -13.57 -17.80 5.81
H -13.24 -18.76 7.30
H -13.58 -20.84 5.84
H -13.90 -19.75 4.54
H -15.01 -19.74 5.91
H -11.13 -17.36 7.84
H -12.38 -16.28 7.17
H -10.76 -15.65 7.24
O -11.53 -16.29 12.54
S -12.84 -15.69 12.53
O -13.01 -14.26 12.20
O -13.79 -16.59 11.47
C -14.94 -15.95 10.89
C -15.90 -16.99 10.29
C -13.69 -16.10 14.19
H -14.65 -15.23 10.12
H -15.41 -15.33 11.65
H -16.46 -17.59 11.02
H -15.34 -17.59 9.56
H -16.54 -16.37 9.67
H -14.44 -15.32 14.28
H -12.95 -16.01 14.98
H -14.10 -17.11 14.14
O -20.11 -22.27 10.61
S -19.71 -21.53 9.40
O -20.73 -21.09 8.43
O -18.72 -20.26 9.88
C -18.67 -19.08 9.05
C -17.40 -18.28 9.45
C -18.33 -22.49 8.51
H -19.56 -18.47 9.13
H -18.68 -19.34 7.99
H -17.34 -18.21 10.54
H -17.33 -17.30 8.97
H -16.48 -18.81 9.19
H -18.59 -22.34 7.46
H -18.49 -23.55 8.70
H -17.35 -22.09 8.74
O -18.39 -12.61 8.97
S -17.97 -13.42 10.13
O -16.98 -12.97 11.10
O -19.33 -13.81 11.02
C -20.55 -13.94 10.27
C -21.70 -14.29 11.25
C -17.37 -15.09 9.61
H -20.54 -14.75 9.54
H -20.66 -12.94 9.86
H -21.96 -13.55 12.01
H -21.52 -15.23 11.77
H -22.68 -14.51 10.85
H -16.39 -14.96 9.14
H -18.13 -15.58 9.01
H -17.26 -15.65 10.54
O -11.51 -18.85 8.61
S -12.53 -19.77 9.09
O -12.69 -21.00 8.37
O -12.41 -20.07 10.72
C -12.02 -19.01 11.56
C -10.98 -19.63 12.50
C -14.10 -18.87 9.02
H -12.85 -18.70 12.19
H -11.57 -18.20 11.00
H -11.41 -20.43 13.10
H -10.61 -18.89 13.21
H -10.13 -19.98 11.92
H -14.30 -18.65 7.97
H -13.94 -17.98 9.62
H -14.87 -19.57 9.35
*
```

As for the LUMO energy: -0.00795 hartree. Its electronic energy is -131855.89310 eV.

Mulliken atomic charge list, values in e, 6 entries: number 1, C, carries -1.18; number 2, C, carries -0.77; number 3, C, carries 0.38; number 4, N, carries 0.69; number 5, C, carries -0.75; number 6, C, carries -0.73

---

> Among the records above, which one has the highest electronic energy?

C4H8O2

---

> The highest electronic energy belongs to which entry?

C4H8O2

---

Repeat the third record exactly.
ORCA calculation (ωB97M-V/def2-TZVPD) on one molecule with the formula C4H8O2.

```
! wB97M-V def2-TZVPD RIJCOSX def2/J DEFGRID3
* xyz 0 1
O 0.90 -0.99 -1.50
C 0.50 0.21 -0.88
C -1.00 0.17 -0.51
C -0.99 -0.17 0.99
O 0.35 -0.47 1.33
C 1.16 0.33 0.50
H 0.92 -1.59 -0.74
H 0.74 1.03 -1.57
H -1.51 -0.59 -1.11
H -1.48 1.13 -0.69
H -1.60 -1.04 1.23
H -1.35 0.68 1.57
H 1.19 1.38 0.83
H 2.18 -0.08 0.55
*
```

The SMILES is O[C@H]1CCOC1. As for the LUMO energy: 0.03623 hartree. Its electronic energy is -8372.04561 eV.

Mulliken atomic charge list, values in e, 6 entries: number 1, O, carries -0.55; number 2, C, carries 0.05; number 3, C, carries -0.57; number 4, C, carries -0.43; number 5, O, carries -0.39; number 6, C, carries -0.67

---

> Which of these has the highest electronic energy?

C4H8O2